Computed, not measured: C11H24BF4N3ORbTa as an isolated structure, with the ωB97M-V functional and the def2-TZVPD basis.

Output
total charge	+2
LUMO level	-7.69	eV
2S+1	1
E_tot	-32058.5540	eV
HOMO-LUMO gap	8.82	eV

Last column: Löwdin charge in e.
Element x y z (Å)
N 1.43 -0.47 0.82  -0.102
C 2.29 -0.84 1.74  -0.241
O 3.08 -0.84 2.61  0.254
Rb 0.83 0.94 -2.70  1.200
Ta -0.43 -0.19 0.33  1.773
N -0.87 -1.58 -0.99  -0.254
N -0.18 1.40 -0.82  -0.615
C -0.62 -2.92 -0.33  -0.650
C 0.46 2.73 -0.37  -0.650
C 0.82 -3.32 -0.64  -0.034
C -1.56 -3.98 -0.88  -0.028
C -0.83 -2.79 1.17  -0.049
C 0.16 3.80 -1.44  -0.040
C -0.13 3.17 0.97  -0.020
C 1.97 2.52 -0.23  -0.061
H 0.96 -3.41 -1.73  0.096
H 1.03 -4.30 -0.18  0.113
H 1.54 -2.59 -0.25  0.052
H -2.61 -3.67 -0.78  0.109
H -1.43 -4.91 -0.30  0.115
H -1.35 -4.23 -1.93  0.095
H -0.32 -1.88 1.63  0.030
H -0.38 -3.66 1.66  0.128
H -1.90 -2.78 1.41  0.116
H 0.74 3.66 -2.37  0.070
H 0.46 4.78 -1.02  0.119
H -0.91 3.86 -1.67  0.096
H -1.23 3.17 0.95  0.095
H 0.19 4.20 1.17  0.121
H 0.23 2.55 1.80  0.073
H 2.20 1.60 0.32  0.054
H 2.39 3.36 0.33  0.122
H 2.49 2.51 -1.21  0.069
C -1.65 1.49 -1.09  -0.170
H -2.20 0.65 -0.56  0.078
H -2.06 2.44 -0.71  0.105
H -1.87 1.43 -2.17  0.091
C -1.13 -1.61 -2.45  -0.127
H -1.84 -2.42 -2.69  0.094
H -1.63 -0.68 -2.78  0.063
H -0.21 -1.79 -3.03  0.082
F -1.63 0.22 1.72  -0.346
B 1.44 1.09 4.19  -0.760
F 1.92 2.03 3.35  0.232
F 1.90 1.00 5.44  0.287
F 0.46 0.28 3.75  0.216

Computed, not measured: C4H12N2S in the gas phase, with the ωB97M-V functional and the def2-TZVPD basis.

Output
total charge	0
LUMO level	0.95	eV
2S+1	1
E_tot	-18156.1036	eV
HOMO-LUMO gap	9.29	eV
SMILES	NCCNCCS
ΔE to the lowest compared entry with this formula, charge and spin	184.77	kJ/mol

Last column: Löwdin charge in e.
Element x y z (Å)
N 2.62 -1.32 0.60  -0.017
C 2.23 -0.20 -0.39  -0.236
C 1.18 0.75 0.19  -0.260
N -0.09 0.09 0.27  -0.088
C -1.21 0.92 -0.13  -0.296
C -2.61 0.17 -0.60  -0.521
S -3.65 -0.32 0.86  0.646
H 1.99 -2.01 0.41  -0.009
H 3.59 -1.66 0.41  0.073
H 3.17 0.47 -0.41  0.131
H 1.83 -0.76 -1.21  0.092
H 1.14 1.47 -0.61  0.102
H 1.50 1.15 1.15  0.117
H -0.37 -0.66 0.89  0.115
H -0.95 1.71 -0.76  0.068
H -1.65 1.49 0.79  0.101
H -3.24 0.94 -1.18  0.064
H -2.34 -0.73 -1.34  0.102
H -3.11 -1.51 1.05  -0.183

Computed, not measured: a 2-piece molecular cluster, C5H7IO overall, with the ωB97M-V functional and the def2-TZVPD basis.

Output
total charge	0
LUMO level (spin up / spin down)	0.28 / -1.26	eV
2S+1	1
E_tot	-15439.4348	eV
HOMO-LUMO gap (spin up / spin down)	8.67 / 5.57	eV
ΔE to the lowest compared entry with this formula, charge and spin	525.19	kJ/mol

Last column: Löwdin charge in e.
Element x y z (Å)
C -1.61 2.31 0.03  -0.193
C -1.57 1.01 -0.36  -0.568
C 0.94 -1.36 0.86  -0.086
C 0.56 -1.67 -0.59  -0.076
C 1.24 -0.40 -0.18  -0.336
O 2.05 0.46 -0.71  0.076
I -3.17 -0.37 0.15  0.618
H -2.54 2.69 0.24  -0.007
H -0.84 2.94 -0.25  0.010
H 0.19 -0.97 1.57  0.108
H 1.73 -1.87 1.33  0.091
H 1.17 -2.42 -1.09  0.104
H -0.41 -1.58 -1.02  0.044
H 2.25 1.21 0.04  0.215

Computed, not measured: an isolated ion of composition C5H11NO2 and charge -2, with the ωB97M-V functional and the def2-TZVPD basis.

Output
total charge	-2
LUMO level	6.92	eV
2S+1	1
E_tot	-10943.3249	eV
HOMO-LUMO gap	5.97	eV
SMILES	CN[C@H](C[O-])CC[O-]
ΔE to the lowest compared entry with this formula, charge and spin	185.02	kJ/mol

Last column: Löwdin charge in e.
Element x y z (Å)
C -0.83 0.41 1.96  -0.188
N -1.43 0.07 0.70  -0.139
C -0.59 -0.15 -0.45  -0.351
C -0.62 -1.79 -0.69  -0.470
O -1.54 -2.47 -0.01  -0.378
C 0.89 0.23 -0.45  -0.189
C 1.52 1.53 -1.14  -0.583
O 2.80 1.53 -0.85  -0.406
H -1.29 1.34 2.32  0.042
H -0.92 -0.33 2.72  0.040
H 0.27 0.51 1.86  0.057
H -1.91 -0.94 0.68  0.092
H -1.11 0.37 -1.25  0.096
H 0.37 -2.18 -0.35  0.073
H -0.72 -1.88 -1.76  0.057
H 1.20 0.37 0.58  0.052
H 1.53 -0.54 -0.87  0.080
H 1.17 1.39 -2.21  0.062
H 1.20 2.51 -0.78  0.053

Computed, not measured: a 2-piece molecular cluster, C7H9N3O2 overall, with the ωB97M-V functional and the def2-TZVPD basis.

Output
total charge	0
LUMO level	0.96	eV
2S+1	1
E_tot	-15966.8620	eV
HOMO-LUMO gap	10.62	eV
SMILES	Cc1ccon1.Cc1conn1
ΔE to the lowest compared entry with this formula, charge and spin	391.32	kJ/mol

Last column: Löwdin charge in e.
Element x y z (Å)
C 1.93 -2.12 -0.12  -0.012
C 1.83 -0.63 0.11  -0.352
C 2.73 0.39 -0.29  -0.008
C 2.08 1.52 0.05  -0.120
O 0.90 1.24 0.61  -0.029
N 0.78 -0.12 0.65  0.104
H 0.93 -2.54 -0.23  0.060
H 2.43 -2.63 0.72  0.083
H 2.49 -2.36 -1.03  0.079
H 3.69 0.21 -0.76  0.116
H 2.31 2.58 -0.04  0.130
C -2.41 1.83 -0.37  -0.033
C -2.14 0.39 -0.06  -0.355
C -2.25 -0.36 1.04  -0.088
O -1.90 -1.61 0.72  -0.038
N -1.64 -1.66 -0.62  0.030
N -1.79 -0.49 -1.06  0.060
H -2.98 2.30 0.44  0.081
H -1.46 2.37 -0.51  0.075
H -3.00 1.88 -1.30  0.082
H -2.53 -0.18 2.06  0.133

Computed, not measured: a 2-piece molecular cluster, C5H9NOS overall, with the ωB97M-V functional and the def2-TZVPD basis.

Output
total charge	0
LUMO level (spin up / spin down)	-1.12 / -1.25	eV
2S+1	1
E_tot	-19697.5797	eV
HOMO-LUMO gap (spin up / spin down)	7.91 / 7.33	eV
ΔE to the lowest compared entry with this formula, charge and spin	648.74	kJ/mol

Last column: Löwdin charge in e.
Element x y z (Å)
C 1.01 1.33 0.11  -0.309
C -0.16 1.66 -0.66  -0.170
C -0.27 -1.30 0.28  -0.119
C -1.43 0.76 -0.61  -0.203
C -1.40 -0.30 0.55  -0.291
N 0.45 2.12 0.86  0.193
O 2.89 -1.46 -0.14  -0.593
S 3.43 0.14 -0.12  0.648
H -0.20 2.46 -1.49  0.141
H -0.34 -1.57 -0.75  0.064
H -0.41 -2.19 0.86  0.073
H 0.64 -0.70 0.37  0.011
H -2.41 1.39 -0.46  0.133
H -1.41 0.15 -1.63  0.144
H -1.37 0.24 1.62  0.139
H -2.42 -0.80 0.67  0.108
H 3.42 -1.94 0.54  0.031